# 1
The following is a quantum chemistry calculation of a structure of composition C19H24Co2N2O6P in a non-equilibrium geometry, from the Open Molecules 2025 dataset.

HOMO level: -4.04 eV
charge: -1
gap between HOMO and LUMO: 0.23785 Eh
E_LUMO: 2.43 eV

XYZ file:
```
54
Properties=species:S:1:pos:R:3:forces:R:3:lowdin_charge:R:1
Co 0.780733 -2.535988 1.482446 -3.19 -1.85 -3.40 0.03
Co 3.555234 -1.696862 0.403715 -1.62 -0.30 0.28 0.04
P -0.191798 2.266102 5.598916 0.42 -0.47 -0.75 1.01
O 5.336223 0.181434 1.740355 -0.46 -0.88 -1.08 0.07
O 5.042451 -3.828064 -0.928755 -0.60 1.05 0.48 0.05
O 2.254640 0.019251 -1.561391 0.59 -0.76 0.75 0.06
O -1.207902 -3.699218 3.363295 0.96 0.72 -1.17 0.10
O -1.098669 -1.241881 -0.345625 1.08 -0.33 1.13 0.11
O 1.254852 -4.808649 -0.312998 -0.40 0.97 0.91 0.10
N -0.446516 0.978654 6.703381 -1.25 -0.53 -0.48 -0.27
N 1.181061 2.772794 6.496106 0.34 1.31 -0.73 -0.28
C 1.056573 5.108971 7.243180 -0.02 0.45 0.12 -0.06
C 1.235682 -0.129686 3.188526 -0.17 -0.54 -0.62 -0.07
C 1.473808 -1.239277 2.483069 1.77 1.45 1.65 -0.41
C 2.765191 -0.675597 -0.786849 -1.05 1.63 -1.26 -0.19
C -0.329153 -1.660349 0.408402 -1.48 0.80 -1.68 -0.12
C -2.690595 0.962998 7.692126 -0.42 -0.01 0.15 -0.06
C 4.680272 -0.584826 1.164133 -0.38 0.33 1.58 -0.19
C 1.761104 4.122079 6.317261 -0.64 -0.54 0.38 -0.66
C -1.731688 0.245525 6.746104 0.46 0.66 0.20 -0.65
C 0.406008 1.041997 7.776517 2.00 1.51 0.96 -0.16
C 4.448749 -2.991152 -0.384441 1.14 -1.90 -0.45 -0.20
C 3.242283 4.075740 6.657335 0.39 0.12 -0.18 -0.05
C -0.427473 -3.248243 2.638520 -0.05 -0.45 1.19 -0.09
C 1.329630 2.059105 7.658572 -1.16 -2.02 1.45 -0.17
C -1.490354 -1.170823 7.244225 -0.08 -0.40 -0.13 -0.05
C -2.315343 0.218663 5.337150 -0.26 -0.34 -0.19 -0.08
C 2.438466 -2.159185 2.055786 3.46 0.95 2.49 -0.27
C 1.041618 -3.940413 0.415957 0.81 -1.49 -1.06 -0.14
C 1.554488 4.548348 4.867798 0.28 0.29 -0.25 -0.09
H 0.335994 0.429908 2.922617 0.07 -0.09 0.68 0.03
H 1.475179 6.111847 7.086168 -0.13 -0.08 0.12 0.08
H -2.871557 1.996321 7.368623 0.09 -0.18 0.03 0.08
H 2.037968 5.524017 4.729768 -0.11 -0.14 -0.07 0.08
H -2.293570 0.979489 8.715140 -0.04 0.03 -0.19 0.08
H -2.443133 -1.715914 7.228867 0.19 0.05 0.05 0.09
H -0.020747 5.150731 7.036599 0.20 -0.07 0.02 0.08
H 3.413550 3.866002 7.719659 -0.03 0.04 -0.22 0.07
H 3.759294 3.318107 6.056904 -0.12 0.10 0.12 0.10
H -1.111296 -1.185808 8.272303 -0.07 -0.01 -0.19 0.07
H 0.555765 1.479458 4.672812 -0.45 0.48 -0.23 -0.07
H 3.047175 -2.761540 2.739837 -0.28 0.14 -0.13 0.06
H 3.686985 5.053479 6.431857 -0.01 -0.17 0.09 0.08
H 1.945129 0.215880 3.947801 -0.11 0.26 -0.57 0.04
H 1.203571 4.835563 8.295641 -0.06 0.02 -0.19 0.08
H -2.552788 1.225590 4.963678 0.11 -0.25 0.14 0.05
H -1.640289 -0.282336 4.629017 -0.07 0.16 0.18 0.08
H -3.652702 0.434206 7.705409 0.09 0.14 0.08 0.08
H 0.491885 4.667432 4.611322 0.28 -0.09 0.13 0.05
H 2.017641 3.843300 4.166014 -0.11 0.07 0.16 0.09
H -3.252574 -0.352034 5.368704 0.13 0.11 -0.10 0.09
H 2.087045 2.335939 8.383771 -0.16 -0.26 -0.15 0.10
H 0.292691 0.362686 8.614665 0.22 0.15 -0.22 0.10
H -0.784954 -1.701436 6.593608 -0.08 0.14 0.13 0.10
```
Positions in Å, forces in eV/Å.

# 2
The following is a quantum chemistry calculation of a structure of composition C20H40KO10S5 in a non-equilibrium geometry, from the Open Molecules 2025 dataset.

HOMO level: -12.47 eV
charge: +1
gap between HOMO and LUMO: 0.37678 Eh
E_LUMO: -2.21 eV

XYZ file:
```
76
Properties=species:S:1:pos:R:3:forces:R:3:lowdin_charge:R:1
K -1.179856 0.412281 -1.157090 0.54 0.01 0.35 0.84
S 0.958087 -1.002999 -3.976980 0.35 -0.20 -0.12 0.68
S 1.567254 3.245803 -0.812378 0.52 0.70 0.02 0.69
S -2.133573 -3.061765 0.655013 0.08 -0.26 0.34 0.67
S 2.231267 -1.343929 0.662245 0.39 -0.02 0.18 0.67
S -1.430461 2.149463 2.440872 -0.10 0.26 0.19 0.68
O -0.709804 3.371334 2.217597 0.16 0.10 -0.10 -0.30
O 2.375675 -1.073613 -4.211631 0.06 0.05 0.01 -0.30
O 0.248278 2.678430 -0.649506 -0.24 -0.26 -0.13 -0.39
O 2.744077 2.431407 -0.651198 -0.17 -0.28 -0.12 -0.31
O 1.759877 -1.722370 1.969294 -0.12 -0.02 0.31 -0.32
O 0.443088 0.145345 -3.258749 -0.35 -0.04 0.05 -0.41
O -1.737769 -2.168022 -0.413719 -0.10 0.35 -0.23 -0.41
O 1.363311 -0.565385 -0.178757 -0.68 -0.05 -0.59 -0.35
O -2.036203 -4.476826 0.426105 0.06 -0.17 -0.19 -0.29
O -1.263104 1.040527 1.531745 -0.27 -0.30 -0.33 -0.38
C -3.587970 1.633637 3.811336 -0.62 -0.53 0.29 -0.22
C -3.673186 -2.716435 2.768846 -0.29 0.45 0.91 -0.20
C 0.953387 5.762771 -0.483286 -0.26 0.07 -0.85 -0.20
C -3.788469 -2.708491 1.263001 0.04 0.41 -1.11 -0.21
C 1.589968 4.160920 -2.365606 -0.07 -0.02 0.47 -0.20
C 1.259514 5.621280 -2.007748 0.06 0.16 0.00 -0.19
C -2.302522 -3.257338 3.184839 0.37 -0.80 -0.04 -0.21
C -1.297698 -2.693591 2.185076 -0.17 0.27 -0.07 -0.22
C 4.793236 -1.431059 0.037741 0.58 -0.13 0.35 -0.21
C 0.064486 -1.206397 -5.515032 0.30 0.48 -0.49 -0.22
C 4.044968 -2.314568 -0.952083 -0.09 -0.12 -0.11 -0.21
C -2.485612 1.758148 4.857085 0.28 -0.07 -0.07 -0.20
C -0.092567 -3.354855 -4.429134 0.62 -0.53 -0.35 -0.21
C -1.159680 1.557543 4.101047 0.18 -0.18 0.73 -0.20
C 3.792303 -0.491982 0.717366 0.84 0.37 0.30 -0.20
C 2.828674 -2.814418 -0.188671 -0.07 0.44 0.28 -0.21
C -0.888405 -2.361630 -5.271842 -0.39 0.16 0.29 -0.21
C 0.431510 -2.560804 -3.248423 -0.41 0.61 0.34 -0.21
C -3.170383 2.533648 2.672617 0.18 0.32 0.12 -0.21
C 1.707494 4.681777 0.236461 0.08 -0.44 0.58 -0.23
H -1.748628 -2.001559 -4.696969 -0.06 -0.10 -0.10 0.12
H 5.260967 -2.046474 0.814604 -0.24 -0.19 -0.06 0.12
H -2.595591 1.018284 5.647103 0.04 0.03 0.04 0.12
H -0.334178 2.106700 4.548584 0.00 0.14 -0.16 0.11
H -3.732135 -1.688447 3.142013 0.02 0.01 -0.16 0.10
H 1.235152 6.756314 -0.145952 -0.09 0.01 0.12 0.12
H -2.073569 -3.065160 4.230977 0.08 0.35 -0.07 0.12
H -2.487723 2.747773 5.315993 -0.12 0.00 -0.01 0.12
H -0.646590 -4.233578 -4.105395 -0.18 0.12 0.01 0.12
H -0.330205 -3.185650 2.141685 0.04 0.02 0.13 0.10
H 0.409716 5.958041 -2.598263 -0.04 0.03 0.07 0.11
H -0.858958 0.511110 4.060943 -0.13 -0.03 -0.23 0.10
H 0.822818 3.710522 -2.987813 0.18 -0.15 -0.19 0.10
H -3.738531 2.489033 1.747968 0.12 -0.22 -0.08 0.11
H -4.053612 -1.742645 0.829611 -0.03 0.06 0.24 0.10
H -3.677392 0.582299 3.513740 0.19 0.11 -0.26 0.10
H 2.592275 4.026717 -2.761803 -0.08 -0.03 -0.23 0.11
H -1.164339 -1.610397 2.244322 0.04 -0.02 -0.01 0.09
H -0.399311 -2.375286 -2.562384 0.17 0.11 0.13 0.09
H -2.230445 -4.344764 3.081105 -0.35 0.02 0.03 0.12
H 4.680515 -3.144880 -1.256115 -0.10 0.01 -0.22 0.12
H -4.509807 -3.218824 3.252167 0.13 -0.28 -0.10 0.12
H 1.298209 4.391618 1.204593 -0.11 0.08 -0.04 0.09
H 1.987569 -3.213369 -0.749289 0.10 -0.14 -0.05 0.09
H 3.736773 -1.734340 -1.824908 0.07 -0.09 -0.08 0.11
H 5.651966 -0.943506 -0.422714 -0.30 0.40 -0.13 0.12
H -0.119714 5.624850 -0.350150 0.02 0.06 0.24 0.12
H 0.793535 -1.437435 -6.292777 0.11 -0.14 0.16 0.11
H -4.577810 1.873737 4.203354 0.12 0.29 0.01 0.12
H -4.457123 -3.434142 0.804142 0.09 -0.25 0.23 0.11
H 1.297003 -2.901752 -2.689658 -0.02 -0.37 -0.19 0.09
H -0.351328 -0.232140 -5.768216 -0.31 -0.12 0.10 0.11
H 0.737842 -3.719645 -5.044345 0.01 -0.04 0.12 0.13
H 3.685616 0.483706 0.245664 -0.24 -0.16 -0.29 0.08
H 4.080948 -0.304602 1.750985 -0.24 -0.14 0.08 0.11
H -1.252982 -2.793055 -6.200338 0.01 0.00 -0.03 0.12
H -3.146509 3.567370 3.025442 -0.12 0.03 -0.11 0.11
H 3.136800 -3.486888 0.611566 -0.16 -0.15 -0.05 0.11
H 2.771105 4.883214 0.364261 0.03 0.03 -0.20 0.12
H 2.088477 6.269416 -2.290187 0.10 -0.09 0.09 0.11
```
Positions in Å, forces in eV/Å.

# 3
The following is a quantum chemistry calculation of a structure of composition C6H6ClF12MgN2O9S4 in a non-equilibrium geometry, from the Open Molecules 2025 dataset.

HOMO level (alpha / beta): -11.14 / -11.13 eV
gap between HOMO and LUMO (alpha / beta): 0.39634 / 0.16123 Eh
multiplicity: 2
E_LUMO (alpha / beta): -0.35 / -6.74 eV

XYZ file:
```
41
Properties=species:S:1:pos:R:3:forces:R:3:lowdin_charge:R:1
Cl -1.689523 2.238415 -1.594952 -0.33 0.54 -0.31 0.53
S 1.191077 0.580215 2.304708 3.71 -2.79 1.96 0.61
S -1.254873 1.712225 2.343268 -0.52 -0.36 1.78 0.75
S 2.411787 1.092505 -1.921722 0.25 3.87 2.10 0.61
S 1.431687 -1.308065 -2.437282 -2.29 -0.02 -2.87 0.75
Mg -0.364793 0.631255 -0.438682 -1.35 -0.95 -1.08 0.30
F 3.279847 -2.190265 -0.716852 -1.28 -0.30 0.03 0.18
F 0.532037 3.910395 2.157528 -2.42 -0.82 -0.37 0.11
F 1.212737 3.087525 -3.285532 -0.21 -1.56 -0.91 0.10
F 2.101177 -3.737925 -1.784682 0.20 1.74 0.97 0.11
F -1.402243 4.102715 1.111598 -0.45 0.52 -1.12 0.17
F -1.314953 4.193685 3.261268 -0.44 0.24 0.15 0.18
F 1.127107 -2.647655 -0.122112 2.00 0.65 -1.60 0.09
F 0.824367 1.024465 -4.156472 -0.16 1.15 -0.08 0.14
F 2.798607 1.967245 -4.322772 -0.75 0.34 -0.62 0.16
F -0.272543 -0.946215 4.044848 0.21 -0.37 -0.22 0.15
F -0.281283 -1.710025 2.016688 0.00 -0.06 0.09 0.11
F 1.524887 -1.980765 3.279198 -1.85 1.43 -0.61 0.08
O 2.515277 2.200275 -0.971542 -1.49 -0.96 -1.16 -0.29
O -1.280723 1.396765 3.776058 0.67 0.89 -2.92 -0.26
O -1.761323 -0.804695 -0.720552 -0.29 0.81 0.24 -0.16
O -2.522473 1.448505 1.690948 0.96 0.55 -1.03 -0.31
O 0.097587 -1.731175 -2.886322 1.18 0.22 1.75 -0.31
O 1.399747 1.322615 3.535198 -0.64 -0.34 -2.07 -0.26
O 2.354087 -1.229645 -3.587852 -1.19 -0.01 3.21 -0.26
O 3.676067 0.509075 -2.196902 -0.29 -0.93 -0.36 -0.25
O 2.334407 0.263455 1.467238 -1.48 0.17 0.79 -0.27
N 0.001857 0.939185 1.332098 -2.67 3.16 4.38 -0.37
N 1.144297 0.132075 -1.434022 4.15 -2.51 -3.86 -0.35
C -2.905943 -1.245345 0.082758 1.26 -1.10 -0.18 -0.23
C -0.840703 3.649575 2.174838 2.79 -1.37 1.50 -0.62
C 0.455487 -1.123805 2.961478 2.55 -0.17 0.40 -0.57
C -2.909933 -2.742685 0.118848 -1.10 -0.69 0.43 -0.07
C 1.699647 1.847275 -3.595932 1.93 -0.21 2.25 -0.61
C 2.072537 -2.518385 -1.140372 -0.96 -1.76 -0.10 -0.56
H -3.816873 -0.907005 -0.411022 0.01 0.53 0.64 0.13
H -1.976503 -3.224835 0.409288 0.10 0.30 -0.27 0.09
H -1.919653 -1.087805 -1.624092 0.37 -0.29 -0.42 0.10
H -3.370323 -3.201875 -0.755952 0.41 -0.03 -0.22 0.09
H -3.612523 -2.951345 0.925648 -0.12 -0.36 0.14 0.09
H -2.689113 -0.959915 1.112138 -0.46 0.87 -0.42 0.10
```
Positions in Å, forces in eV/Å.

# 4
The following is a quantum chemistry calculation of a cluster of 11 separate species, H22O11 in total in a non-equilibrium geometry, from the Open Molecules 2025 dataset.

HOMO level: -10.66 eV
SMILES string: O.O.O.O.O.O.O.O.O.O.O
gap between HOMO and LUMO: 0.39353 Eh
E_LUMO: 0.05 eV

XYZ file:
```
33
Properties=species:S:1:pos:R:3:forces:R:3:lowdin_charge:R:1
O -3.550988 -1.481418 2.810512 0.26 0.34 0.14 -0.06
O 1.658382 -3.108826 0.741070 0.24 -0.10 0.32 -0.05
O -2.085107 4.052420 -0.088050 0.03 -0.13 -0.17 -0.06
O 3.442881 -2.587186 -1.464013 0.28 -0.31 -0.05 -0.06
O -6.335738 0.271688 -1.543123 0.03 0.23 -0.13 -0.06
O 3.789472 0.770814 0.329658 2.06 0.39 -0.14 -0.06
O 1.656562 0.194432 0.522745 -1.12 -0.79 1.04 -0.09
O -0.411099 -0.424206 -0.640424 -1.03 -0.10 -0.40 -0.06
O 2.667426 2.965231 1.850846 0.11 0.22 0.24 -0.05
O 1.828448 0.877423 -2.624649 -0.18 0.11 -0.19 -0.06
O -4.158236 -1.747998 0.159141 0.13 0.21 -0.49 -0.05
H 2.291833 0.195564 1.247604 -0.51 0.22 -0.52 0.04
H 2.091372 -3.385116 1.556652 -0.16 -0.01 0.03 0.04
H 2.684150 3.916466 1.696372 -0.06 -0.08 0.02 0.04
H 3.576541 2.750139 2.087984 -0.13 0.15 -0.08 0.02
H 1.117806 -0.588274 0.684311 0.09 -0.39 0.17 0.03
H 1.833587 -3.830341 0.126490 -0.12 0.14 -0.18 0.04
H -5.418732 0.555882 -1.628706 -0.06 -0.16 0.10 0.02
H -1.275862 -0.017196 -0.515856 0.07 -0.08 -0.13 0.04
H -2.765417 -0.923291 2.791483 -0.03 -0.05 0.19 0.03
H -2.559074 3.803023 -0.889390 0.01 0.08 0.09 0.03
H 4.218715 -2.947791 -1.907900 -0.08 0.09 -0.08 0.04
H -3.993413 -2.374460 -0.554560 -0.13 0.03 0.06 0.05
H -1.165618 3.839600 -0.283598 -0.01 0.03 0.07 0.03
H -3.289119 -1.378965 0.352634 0.01 -0.30 0.04 0.02
H -4.162081 -1.046926 2.204894 -0.17 -0.24 0.07 0.02
H 0.211356 0.260187 -0.369968 0.03 0.42 -0.05 -0.01
H 1.534248 0.173461 -2.035689 0.17 -0.06 0.09 0.00
H 3.660263 -2.646264 -0.526866 -0.21 0.25 0.00 0.02
H 4.095146 0.786943 1.243602 0.33 0.05 -0.08 0.04
H -6.844483 1.013909 -1.888487 -0.02 -0.09 0.03 0.03
H 1.117057 0.955689 -3.270239 0.11 -0.05 0.06 0.03
H 4.539730 1.105384 -0.174489 0.03 0.00 -0.06 0.07
```
Positions in Å, forces in eV/Å.